This record from the Open Molecules 2025 dataset describes a molecular structure, C9H24O7V. The level of theory is wB97M-V/def2-TZVPD.

Last column: Mulliken charge in e.
Cartesian coordinates (Å):
V  15.71  -27.25  9.71  0.688
C  16.50  -29.64  10.45  0.829
O  16.78  -30.83  10.67  -0.740
O  15.48  -29.01  10.97  -0.690
O  17.11  -28.91  9.54  -0.727
C  13.35  -27.60  5.99  -1.162
C  14.67  -27.62  6.77  0.165
O  14.40  -28.03  8.12  -0.269
H  12.83  -28.55  6.15  0.344
H  13.48  -27.53  4.91  0.378
H  12.74  -26.80  6.38  0.249
H  15.20  -26.68  6.72  -0.070
H  15.41  -28.29  6.32  0.349
H  13.89  -28.84  8.03  0.203
C  17.50  -24.69  12.98  -1.100
C  17.87  -24.99  11.54  -0.166
O  17.28  -26.24  11.13  -0.356
H  16.44  -24.70  13.21  0.246
H  17.87  -23.68  13.22  0.375
H  17.95  -25.39  13.68  0.311
H  18.96  -25.06  11.46  0.346
H  17.67  -24.17  10.85  0.146
H  17.95  -26.90  11.35  0.245
C  15.25  -23.64  7.38  -1.145
C  16.11  -24.03  8.58  -0.369
O  16.32  -25.45  8.60  -0.037
H  15.01  -22.58  7.44  0.395
H  14.34  -24.23  7.37  0.185
H  15.74  -23.74  6.40  0.372
H  15.61  -23.76  9.51  0.280
H  17.07  -23.52  8.53  0.380
H  16.97  -25.64  7.90  0.174
C  11.62  -26.52  10.15  -1.299
C  12.82  -25.70  9.71  0.370
O  14.00  -26.01  10.45  -0.169
H  11.72  -27.59  9.99  0.288
H  10.70  -26.23  9.63  0.384
H  11.46  -26.36  11.22  0.372
H  12.67  -24.62  9.78  0.356
H  12.97  -25.85  8.64  -0.304
H  13.81  -25.86  11.38  0.176

* E_HOMO (alpha / beta): -6.52 / -6.54 eV
* HOMO-LUMO gap (alpha / beta): 0.2393 / 0.2399 Eh
* energy above the lowest of the compared OMol25 structures with the same formula, charge and spin: 47.2 kJ/mol
* molar mass: 295.228 g/mol
* 2S+1: 4
* ⟨S²⟩: 3.76

This record from the Open Molecules 2025 dataset describes a molecular structure, C9H25AlBBr4ClF3N3NaO5P. The level of theory is wB97M-V/def2-TZVPD.

Last column: Mulliken charge in e.
Cartesian coordinates (Å):
C  1.96  -0.56  -1.07  -1.153
C  0.71  -0.33  -0.28  0.110
C  -0.06  0.83  -0.75  0.604
N  -1.20  1.04  0.11  0.036
P  -2.65  0.82  -0.74  -1.062
C  -3.51  -0.52  0.11  -0.342
B  -4.90  -0.91  -0.64  0.832
O  -4.95  -2.08  -1.32  -0.445
O  -5.98  -0.10  -0.53  -0.553
H  2.56  -1.31  -0.59  0.076
H  2.52  0.37  -1.16  0.281
H  1.70  -0.88  -2.08  0.370
H  0.03  -1.21  -0.35  0.211
H  0.98  -0.17  0.77  0.275
H  -0.32  0.74  -1.80  0.608
H  0.63  1.73  -0.63  -1.032
H  -1.20  0.35  0.86  0.132
H  -3.47  2.07  -0.51  0.073
H  -2.47  0.40  -2.58  0.533
H  -2.81  -1.36  0.11  0.631
H  -3.68  -0.14  1.12  0.251
H  -4.38  -2.78  -0.99  0.341
H  -6.50  -0.04  -1.34  0.278
C  0.08  4.03  1.82  -0.215
N  1.46  4.57  1.92  0.976
O  1.68  5.37  2.81  -0.586
O  2.26  4.18  1.11  -0.505
H  -0.49  4.48  2.63  0.382
H  -0.34  4.33  0.85  -0.004
H  0.05  2.91  1.87  -0.044
C  -5.81  3.04  -3.48  -0.444
Br  -7.25  3.01  -2.21  -0.061
Br  -4.24  2.13  -2.78  0.282
Br  -6.32  2.30  -5.16  -0.004
H  -5.55  4.07  -3.64  0.377
C  4.34  -2.12  1.75  0.134
O  3.21  -2.07  1.32  -0.558
N  5.17  -3.18  1.52  0.169
C  6.48  -3.24  2.02  -0.730
C  4.66  -4.29  0.74  -0.893
H  4.80  -1.32  2.35  0.304
H  7.20  -3.37  1.21  0.283
H  6.62  -4.20  2.71  0.452
H  6.73  -2.34  2.59  0.286
H  4.37  -3.95  -0.25  0.305
H  3.78  -4.71  1.22  0.305
H  5.44  -5.04  0.66  0.381
Cl  0.01  1.03  2.90  -0.639
Al  -5.00  -1.36  1.92  0.479
F  -2.82  0.11  -3.52  -0.524
F  7.71  -5.20  2.90  -0.603
F  -1.16  -1.50  -1.70  -0.721
Na  -1.79  3.08  -0.35  0.716
Br  1.72  3.27  -1.43  -0.357

* E_HOMO: -7.11 eV
* HOMO-LUMO gap: 0.0640 Eh
* molar mass: 759.136 g/mol
* 2S+1: 1

This record from the Open Molecules 2025 dataset describes a molecular structure, C9H25BeBr2IMgN2O9PS. The level of theory is wB97M-V/def2-TZVPD.

Last column: Mulliken charge in e.
Cartesian coordinates (Å):
C  4.39  0.84  -0.51  -1.100
C  3.98  2.29  -0.75  -0.594
P  2.41  2.81  0.23  0.348
O  0.98  3.36  1.12  -0.484
C  -0.05  3.40  0.17  -0.965
C  0.19  2.13  -0.68  2.460
C  -0.85  2.00  -1.75  -1.552
C  -1.72  0.72  -1.77  -0.319
C  -1.79  -0.01  -0.46  -1.027
I  -1.12  -0.56  -3.44  0.091
O  1.49  2.36  -1.20  -0.626
H  3.53  0.18  -0.64  0.302
H  4.83  0.74  0.48  0.293
H  5.12  0.50  -1.24  0.379
H  4.79  3.00  -0.53  0.455
H  3.75  2.44  -1.80  0.342
H  2.45  1.50  0.84  -0.252
H  3.16  3.22  1.45  0.102
H  2.56  4.22  -0.15  0.199
H  -1.07  3.45  0.57  0.333
H  0.18  4.32  -0.41  0.387
H  0.36  1.30  0.03  -0.622
H  -1.53  2.91  -1.73  0.648
H  -0.31  2.05  -2.71  0.626
H  -2.72  1.04  -2.04  0.454
H  -2.09  0.66  0.35  0.086
H  -2.47  -0.85  -0.52  0.367
H  -0.82  -0.44  -0.23  0.367
N  -3.63  -3.45  -2.64  -0.334
H  -3.76  -4.10  -3.42  0.404
H  -4.50  -2.96  -2.45  0.417
H  -3.33  -3.98  -1.82  0.200
H  -2.90  -2.76  -2.88  0.076
Be  -1.41  4.00  -2.91  0.336
O  0.79  -0.26  1.14  -0.673
S  0.32  -0.67  2.47  1.773
O  1.53  -0.93  3.36  -0.830
O  -0.51  -1.85  2.39  -0.555
O  -0.42  0.46  3.12  -0.813
Mg  1.49  0.95  4.36  1.011
N  -3.77  2.36  1.46  1.006
O  -3.50  3.02  2.47  -0.606
O  -3.44  2.79  0.33  -0.557
O  -4.35  1.27  1.55  -0.590
Br  1.52  -6.94  0.06  -0.145
C  1.23  -5.41  1.22  -0.566
C  -0.19  -5.36  1.73  -0.506
Br  -1.41  -4.72  0.36  -0.139
H  1.50  -4.53  0.66  0.290
H  1.92  -5.54  2.05  0.386
H  -0.28  -4.64  2.54  0.286
H  -0.56  -6.33  2.06  0.430

* charge: +1
* E_HOMO: -9.74 eV
* HOMO-LUMO gap: 0.0938 Eh
* energy above the lowest of the compared OMol25 structures with the same formula, charge and spin: 150.3 kJ/mol
* molar mass: 688.374 g/mol
* 2S+1: 1

This record from the Open Molecules 2025 dataset describes 3 unconnected molecules or ions with the total composition C9H25Cl2O8P2S. The level of theory is wB97M-V/def2-TZVPD.

Last column: Mulliken charge in e.
Cartesian coordinates (Å):
C  1.91  -5.81  1.84  -1.099
C  0.45  -6.35  1.35  -0.114
Cl  0.65  -7.07  -0.35  -0.100
C  -0.74  -5.22  1.31  -0.022
S  -2.37  -6.18  1.53  -0.040
Cl  -0.53  -3.89  2.63  -0.054
H  2.60  -6.77  1.95  0.344
H  2.45  -5.10  1.05  0.319
H  1.92  -5.31  2.91  0.341
H  0.11  -7.21  2.07  0.345
H  -0.76  -4.74  0.23  0.419
H  -2.43  -6.40  2.93  0.341
H  -2.10  -7.42  0.89  0.334
C  -1.81  1.44  4.81  -0.649
O  -0.60  2.08  4.44  -0.311
P  0.33  1.28  3.21  0.995
O  1.27  2.49  3.14  -0.594
O  -0.91  1.47  2.15  -0.287
C  -1.17  2.75  1.61  -0.663
O  1.26  0.49  1.99  -0.304
C  0.80  -0.81  1.65  -0.660
H  -1.89  1.45  5.89  0.258
H  -2.64  2.01  4.38  0.242
H  -1.84  0.41  4.45  0.271
H  -0.78  3.56  2.23  0.361
H  -2.26  2.88  1.53  0.262
H  -0.74  2.82  0.61  0.221
H  -0.07  -0.73  0.99  0.350
H  0.53  -1.37  2.55  0.173
H  1.60  -1.34  1.13  0.313
C  -1.08  3.27  -5.83  -0.655
O  -1.30  3.74  -4.52  -0.288
P  -0.24  3.11  -3.30  0.999
O  -0.81  4.10  -2.28  -0.615
O  1.05  3.78  -4.08  -0.310
C  1.24  5.18  -4.01  -0.712
O  0.82  2.48  -2.09  -0.184
C  1.64  1.42  -2.52  -0.692
H  -2.04  3.03  -6.29  0.248
H  -0.60  4.06  -6.42  0.233
H  -0.44  2.38  -5.84  0.295
H  0.32  5.72  -3.79  0.355
H  1.61  5.52  -4.99  0.264
H  2.00  5.41  -3.26  0.264
H  2.49  1.81  -3.09  0.280
H  1.07  0.71  -3.13  0.337
H  2.03  0.89  -1.64  0.189

* charge: +1
* E_HOMO: -11.23 eV
* HOMO-LUMO gap: 0.2302 Eh
* molar mass: 426.212 g/mol
* 2S+1: 1

This record from the Open Molecules 2025 dataset describes a molecular structure, C9H25FNO4Si2. The level of theory is wB97M-V/def2-TZVPD.

Last column: Mulliken charge in e.
Cartesian coordinates (Å):
C  -0.92  -2.85  -1.46  -1.019
Si  -2.16  -1.44  -1.35  0.510
C  -3.82  -2.13  -1.88  -0.623
C  -4.80  -1.09  -2.45  -0.582
O  -6.08  -1.13  -1.83  -0.372
C  -6.10  -0.46  -0.65  0.149
O  -6.00  0.74  -0.55  -0.466
O  -1.65  -0.27  -2.46  -0.141
Si  -1.33  1.23  -1.85  0.513
F  -2.35  1.50  -0.68  -0.213
H  0.08  -2.44  -1.45  0.181
H  -1.07  -3.30  -2.43  0.343
H  -1.07  -3.59  -0.69  0.342
H  -2.17  -0.93  0.04  -0.134
H  -3.61  -2.87  -2.64  0.359
H  -4.25  -2.67  -1.05  0.438
H  -4.39  -0.09  -2.42  0.313
H  -4.97  -1.33  -3.48  0.297
H  -6.25  -1.11  0.22  0.422
H  -1.51  2.20  -2.93  -0.141
H  0.03  1.31  -1.29  -0.170
C  3.84  1.77  0.47  -0.835
N  3.26  1.48  1.82  -0.107
C  2.94  2.79  2.47  -0.869
C  4.27  0.76  2.64  -0.885
C  1.96  0.70  1.74  -0.577
C  2.08  -0.69  1.16  -0.508
O  2.55  -0.63  -0.18  -0.513
H  4.59  2.54  0.59  0.385
H  4.30  0.88  0.07  0.402
H  3.05  2.12  -0.19  0.343
H  3.86  3.36  2.55  0.399
H  2.53  2.60  3.45  0.393
H  2.22  3.32  1.85  0.394
H  4.55  -0.16  2.15  0.381
H  3.84  0.56  3.62  0.350
H  5.15  1.40  2.74  0.398
H  1.29  1.31  1.14  0.393
H  1.58  0.64  2.76  0.318
H  1.09  -1.15  1.15  0.384
H  2.74  -1.32  1.75  0.445
H  2.72  -1.53  -0.47  0.303

* charge: +1
* E_HOMO: -12.33 eV
* HOMO-LUMO gap: 0.3551 Eh
* molar mass: 286.472 g/mol
* 2S+1: 1

This record from the Open Molecules 2025 dataset describes 2 unconnected molecules or ions with the total composition C9H25N3Si. The level of theory is wB97M-V/def2-TZVPD.

Last column: Mulliken charge in e.
Cartesian coordinates (Å):
C  -1.69  0.17  2.32  -0.768
C  -0.58  -3.97  1.04  -1.300
C  2.09  -0.48  -2.37  -1.137
C  2.89  0.71  0.78  -0.975
C  -0.95  2.21  -2.41  -0.967
C  -1.22  3.23  -0.27  -1.323
C  -2.19  -0.94  1.38  -0.502
C  -0.28  -2.51  1.44  -0.242
C  0.68  -0.58  -1.73  -0.425
N  1.79  1.47  0.29  -0.089
N  -0.38  2.35  -1.01  0.180
N  -1.10  -1.57  0.74  -0.132
Si  0.32  0.86  -0.45  -0.057
H  -1.30  0.99  1.65  -0.217
H  -2.35  0.50  3.06  0.521
H  -0.79  -0.02  2.78  0.333
H  0.25  -4.48  1.58  0.355
H  -1.52  -4.21  1.46  0.331
H  -0.64  -4.05  0.00  0.358
H  2.80  -0.52  -1.48  0.138
H  2.27  -1.41  -2.91  0.422
H  2.31  0.34  -2.98  0.307
H  3.66  0.56  -0.01  0.368
H  3.51  1.32  1.50  0.343
H  2.61  -0.25  1.28  0.223
H  -1.60  3.01  -2.75  0.376
H  -0.03  1.94  -3.01  0.296
H  -1.57  1.25  -2.57  0.270
H  -2.22  2.97  -0.41  0.435
H  -1.12  3.12  0.75  0.481
H  -0.90  4.24  -0.57  0.351
H  -2.88  -1.58  1.99  0.279
H  -2.84  -0.51  0.60  0.295
H  -0.34  -2.25  2.56  0.391
H  0.79  -2.27  1.01  0.117
H  0.66  -1.47  -1.27  0.264
H  -0.10  -0.58  -2.52  0.447
H  1.93  2.41  0.56  0.252

* E_HOMO (alpha / beta): -5.93 / -7.88 eV
* HOMO-LUMO gap (alpha / beta): 0.2249 / 0.3054 Eh
* energy above the lowest of the compared OMol25 structures with the same formula, charge and spin: 45.0 kJ/mol
* molar mass: 203.406 g/mol
* 2S+1: 1